Formula: C3H6BrNO2
Source: the OMol25 dataset
Level of theory: ωB97M-V/def2-TZVPD

LUMO level (alpha / beta) (eV): -2.39 / -2.39
Highest occupied orbital energy (alpha / beta) (eV): -9.991 / -9.991
Charge: 0

Last column: Löwdin charge in e.
Element x y z (Å)
C (0.054, -0.011, -1.325)  -0.03
C (0.180, -0.015, 1.246)  -0.15
C (0.594, 0.531, -0.043)  -0.38
N (1.142, 1.898, -0.016)  -0.42
O (1.533, 2.278, -1.098)  0.06
O (1.230, 2.523, 1.030)  0.08
Br (2.950, -0.468, 0.142)  0.26
H (-0.953, -0.201, -1.092)  0.09
H (0.492, -0.873, -1.674)  0.06
H (0.280, 0.659, -2.124)  0.09
H (-0.988, 0.105, 1.492)  0.15
H (0.500, 0.591, 2.103)  0.08
H (0.331, -1.140, 1.176)  0.10


Formula: C3H6BrNO2
Source: the OMol25 dataset
Level of theory: ωB97M-V/def2-TZVPD

LUMO level (eV): 0.75
Highest occupied orbital energy (eV): -9.028
SMILES string: C=[N+]([O-])O.C=CBr
Charge: 0

Last column: Löwdin charge in e.
Element x y z (Å)
C (2.686, 0.185, 1.272)  -0.12
C (-1.680, -1.121, -0.849)  0.05
C (1.496, -0.030, 1.825)  -0.64
N (-1.956, 0.085, -1.230)  -0.42
O (-3.092, 0.501, -1.345)  -0.01
O (-0.894, 0.908, -1.651)  0.03
Br (0.097, 1.153, 1.369)  0.71
H (-1.189, 1.631, -2.112)  0.07
H (3.733, -0.286, 1.421)  0.09
H (2.676, 0.849, 0.398)  0.04
H (-2.468, -1.784, -0.646)  0.08
H (-0.610, -1.459, -1.078)  0.12
H (1.201, -0.633, 2.626)  0.01


Formula: C3H6Cl2N2O2
Source: the OMol25 dataset
Level of theory: ωB97M-V/def2-TZVPD

Spin multiplicity: 3
LUMO level (alpha / beta) (eV): 0.52 / -3.00
Highest occupied orbital energy (alpha / beta) (eV): -5.339 / -10.364
⟨S²⟩: 2.01
Charge: 0

Last column: Löwdin spin population.
Element x y z (Å)
C (0.586, 1.562, 0.050)  0.04
C (1.248, -0.496, -1.080)  0.66
C (-1.464, -1.705, -0.251)  0.00
N (0.022, 1.820, 1.255)  0.03
N (1.115, 0.242, 0.112)  0.18
O (0.664, 2.205, -0.893)  0.04
O (1.491, -1.666, -1.182)  0.90
Cl (-1.846, -0.210, -1.131)  0.02
Cl (-1.239, -1.349, 1.537)  0.00
H (1.258, 0.280, -1.952)  0.11
H (-2.107, -2.488, -0.359)  0.00
H (0.437, 1.425, 2.105)  0.00
H (-0.421, 2.763, 1.464)  0.00
H (0.876, -0.228, 0.991)  0.00
H (-0.618, -2.155, -0.665)  0.00


Formula: C3H6ClFO
Source: the OMol25 dataset
Level of theory: ωB97M-V/def2-TZVPD

LUMO level (eV): 0.78
Highest occupied orbital energy (eV): -10.535
SMILES string: OC[C@H](F)CCl
Charge: 0

Last column: Löwdin charge in e.
Element x y z (Å)
C (-1.174, 0.117, 0.408)  -0.20
C (0.303, 0.543, 0.373)  -0.39
C (1.235, -0.584, -0.087)  -0.53
H (-1.572, 0.031, -1.529)  0.12
H (-1.489, -0.555, 1.158)  0.11
H (-1.830, 1.009, 0.399)  0.13
H (0.562, 0.902, 1.416)  0.16
H (0.997, -0.969, -1.104)  0.08
H (0.950, -1.411, 0.602)  0.10
O (-1.372, -0.606, -0.792)  -0.09
F (0.453, 1.515, -0.614)  -0.04
Cl (2.935, 0.008, -0.229)  0.55


Formula: C3H6ClFS
Source: the OMol25 dataset
Level of theory: ωB97M-V/def2-TZVPD

LUMO level (eV): 0.61
Highest occupied orbital energy (eV): -9.508
SMILES string: FC[C@@H](Cl)CS
Charge: 0

Last column: Löwdin charge in e.
Element x y z (Å)
C (-0.941, -0.375, 1.051)  -0.53
C (0.480, -0.038, 0.586)  -0.74
C (1.173, -0.939, -0.390)  -0.28
H (-3.191, -0.957, 0.109)  -0.15
H (-1.191, 0.543, 1.663)  0.08
H (-1.078, -1.269, 1.665)  0.08
H (1.290, -0.094, 1.386)  0.14
H (0.640, -1.915, -0.182)  0.13
H (1.011, -0.560, -1.417)  0.11
F (2.558, -1.061, -0.142)  -0.06
S (-2.093, -0.382, -0.455)  0.65
Cl (0.512, 1.649, -0.126)  0.58


Formula: C3H6ClN3
Source: the OMol25 dataset
Level of theory: ωB97M-V/def2-TZVPD

LUMO level (alpha / beta) (eV): -0.06 / 0.45
Highest occupied orbital energy (alpha / beta) (eV): -6.864 / -8.370
Charge: 0

Last column: Löwdin charge in e.
Element x y z (Å)
C (1.255, 0.204, 0.630)  -0.05
C (0.732, 1.102, -0.200)  -0.14
C (0.721, -1.132, 0.177)  -0.17
N (-0.137, -0.723, -0.851)  -0.18
N (-0.161, 0.477, -1.119)  0.00
N (-1.763, 0.959, 0.622)  -0.47
Cl (-2.585, -0.429, 0.158)  0.50
H (2.065, 0.347, 1.281)  0.08
H (0.733, 2.104, -0.087)  0.07
H (1.412, -1.919, 0.006)  0.11
H (0.027, -1.532, 0.973)  0.13
H (-0.369, -1.271, -1.637)  0.14
H (-1.928, 1.813, 0.048)  -0.01